[1]
Density functional theory data (wB97M-V/def2-TZVPD) for a 2-piece molecular cluster, C3H10NO overall in a non-equilibrium geometry.

**Maximum force**: 2.06 eV Å⁻¹
**HOMO level**: -11.259 eV

The geometry in ORCA input format:
```
! RIJCOSX wB97M-V def2-TZVPD def2/J DEFGRID3
* xyz 1 1
C -4.3026 -1.3019 2.6764
N -4.4272 -1.7772 1.2676
H -4.4174 -0.2295 2.7857
H -3.3773 -1.6050 3.1541
H -5.1260 -1.7692 3.2150
H -3.9399 -1.1849 0.5866
H -3.9690 -2.6852 1.2008
H -5.3849 -1.9781 0.9784
O 6.7987 1.5891 -1.9449
C 5.8196 1.9450 -2.5402
C 4.4371 1.7749 -2.0056
H 5.8968 2.1472 -3.6168
H 4.0564 2.0221 -1.0153
H 3.6935 2.3431 -2.5808
H 4.2422 0.7095 -2.1610
*
```

[2]
Density functional theory data (wB97M-V/def2-TZVPD) for a 2-piece molecular cluster, C3H10NO overall in a non-equilibrium geometry.

**Maximum force**: 2.30 eV Å⁻¹
**HOMO level (alpha / beta)**: -21.586 / -21.636 eV

The geometry in ORCA input format:
```
! RIJCOSX wB97M-V def2-TZVPD def2/J DEFGRID3
* xyz 2 2
C -2.0343 -0.0675 0.2302
N -2.7075 1.0232 0.4277
H -1.6684 -0.5491 1.1524
H -2.0681 -0.4485 -0.7955
H -2.7242 1.6514 -0.3719
H -3.1583 1.1551 1.3309
C 1.7902 -0.1568 -0.6128
O 0.6369 0.4812 -0.1106
C 2.2515 -1.3685 0.0925
H 2.5746 0.5579 -0.9544
H 1.4009 -0.4811 -1.6412
H 0.7805 1.4567 -0.0699
H 1.3952 -2.0690 0.2378
H 2.7051 -1.2107 1.0706
H 2.9942 -1.8886 -0.5171
*
```

[3]
Density functional theory data (wB97M-V/def2-TZVPD) for a 2-piece molecular cluster, C3H10NO overall in a non-equilibrium geometry.

**Maximum force**: 2.59 eV Å⁻¹
**HOMO level (alpha / beta)**: -21.414 / -20.414 eV

The geometry in ORCA input format:
```
! RIJCOSX wB97M-V def2-TZVPD def2/J DEFGRID3
* xyz 2 2
C -0.3134 -1.6467 -1.4580
C 0.0474 -1.0630 -0.1221
C -0.0720 1.2255 -0.9462
N -0.1432 0.3787 0.0431
H 0.1859 -1.2140 -2.3248
H -1.4044 -1.5212 -1.6128
H -0.1236 -2.7200 -1.4012
H 1.1104 -1.3170 0.1544
H -0.5421 -1.4657 0.7369
H -0.6512 0.9661 -1.8370
H 0.3715 2.2059 -0.7810
H 0.1037 0.7144 1.0165
H 1.1173 2.2960 2.7823
H -0.2293 1.6248 3.1685
O 0.5430 1.5361 2.5815
*
```

[4]
Density functional theory data (wB97M-V/def2-TZVPD) for a 2-piece molecular cluster, C3H10NO2 overall.

**Maximum force**: 0.86 eV Å⁻¹
**HOMO level**: -2.796 eV

The geometry in ORCA input format:
```
! RIJCOSX wB97M-V def2-TZVPD def2/J DEFGRID3
* xyz -1 1
C -0.0413 1.2096 1.0339
N 0.2444 0.8564 -0.3673
C 0.1847 -0.5981 -0.5742
C 1.6656 -1.1698 -0.5741
O 2.5373 -0.2776 -0.0955
H 0.2347 2.2525 1.1702
H 0.5850 0.6245 1.7194
H -1.0947 1.1085 1.2763
H 1.2804 0.9698 -0.3814
H -0.3375 -0.8109 -1.5096
H -0.3872 -1.0580 0.2385
H 1.8602 -1.5192 -1.6232
H 1.6308 -2.1325 -0.0086
H -2.5979 -0.0199 0.6196
H -2.5668 0.4337 -0.8001
O -3.1977 0.1310 -0.1238
*
```

[5]
Density functional theory data (wB97M-V/def2-TZVPD) for a 2-piece molecular cluster, C3H10NO2 overall in a non-equilibrium geometry.

**Maximum force**: 1.51 eV Å⁻¹
**HOMO level**: -2.652 eV

The geometry in ORCA input format:
```
! RIJCOSX wB97M-V def2-TZVPD def2/J DEFGRID3
* xyz -1 1
C 1.3573 -0.4024 0.9909
N 0.6001 -0.3898 -0.2610
C -0.6268 0.4250 -0.0845
C -0.4378 1.8531 -0.6992
O 0.1266 1.8348 -1.9038
H 1.5112 0.5749 1.4421
H 0.8947 -1.0907 1.7092
H 2.3178 -0.8943 0.7797
H 1.1301 0.2765 -0.8297
H -1.4979 0.0012 -0.6040
H -0.8328 0.5900 0.9814
H -1.4598 2.3045 -0.5947
H 0.1762 2.4396 0.0442
H -0.3434 -2.2685 -0.3482
H -1.8331 -2.3686 -0.4765
O -1.0823 -2.8852 -0.1461
*
```

[6]
Density functional theory data (wB97M-V/def2-TZVPD) for a 2-piece molecular cluster, C3H10NO2 overall in a non-equilibrium geometry.

**Maximum force**: 2.61 eV Å⁻¹
**HOMO level**: -3.774 eV

The geometry in ORCA input format:
```
! RIJCOSX wB97M-V def2-TZVPD def2/J DEFGRID3
* xyz -1 1
C -0.2767 -0.5120 -1.2986
O 0.9759 -0.9180 -0.7782
C -1.0531 0.5084 -0.3496
C -2.0180 -0.0345 0.6825
N -0.0620 1.3752 0.2940
H -0.8325 -1.4516 -1.4884
H -0.3522 0.0310 -2.2374
H -1.5269 1.0908 -1.1537
H -1.4611 -0.7287 1.3726
H -2.5102 0.8338 1.2636
H -2.7024 -0.7886 0.1815
H 0.6368 0.9220 0.8962
H 0.5274 1.5868 -0.5176
H 1.2365 -0.6343 0.2664
H 2.9268 -0.0990 0.9552
O 2.0773 -0.3845 1.2958
*
```

Among the records above, which one has the lowest maximum force? number 4

The lowest maximum force belongs to which entry? number 4

Look up the maximum force of the sixth one. 2.61 eV Å⁻¹